A molecular structure, C46H51BrN5OPSr, computed with ωB97M-V/def2-TZVPD.

* HOMO level: -0.2245 hartree
* LUMO energy: -1.02 eV
* E_tot: -138193.971 eV

Geometry (Å):
Sr1 0.77992 1.16397 0.35521
C1 4.56542 1.97599 5.07672
C2 4.65835 1.63288 3.58805
C3 4.52703 0.15665 3.28280
C4 5.63011 -0.66377 3.50256
C5 5.59333 -2.01734 3.21769
C6 4.44671 -2.55762 2.65729
C7 3.33555 -1.76698 2.39637
C8 2.13568 -2.37437 1.71828
C9 1.08343 -2.89828 2.69613
C10 3.35431 -0.41391 2.76112
N1 2.19597 0.38503 2.55939
C11 1.65184 0.87407 3.62727
C12 0.63576 1.85666 3.68162
C13 0.11502 2.41869 4.86339
C14 -0.74230 3.43496 4.46069
C15 -0.68510 3.44747 3.05612
N2 0.13825 2.50638 2.57994
H1 4.77060 3.03473 5.24130
H2 5.28915 1.39518 5.65153
H3 3.57529 1.76491 5.47941
H4 5.63554 1.95976 3.22348
H5 3.91273 2.20067 3.03077
H6 6.53720 -0.22078 3.89987
H7 6.46071 -2.63902 3.39860
H8 4.41924 -3.60706 2.38359
H9 2.46760 -3.18186 1.06424
H10 1.69991 -1.63493 1.04663
H11 1.51248 -3.64246 3.36951
H12 0.25440 -3.37043 2.15958
H13 0.69190 -2.08688 3.31981
H14 2.01503 0.53808 4.60418
H15 0.36382 2.12233 5.87229
H16 -1.31328 4.10291 5.08662
H17 -1.20938 4.11104 2.38060
N3 -4.25445 -3.31117 1.50836
C16 -3.61502 -1.94921 1.31101
C17 -2.75687 -1.62833 2.51475
C18 -1.97168 -0.33573 2.22683
N4 -0.88830 -0.58995 1.26863
C19 -2.91990 0.78351 1.79156
C20 -3.90193 0.40540 0.68317
N5 -3.18656 0.12559 -0.55353
C21 -4.66135 -0.88251 1.06592
H18 -3.51644 -4.01458 1.61360
H19 -4.82075 -3.56212 0.69648
H20 -4.84793 -3.32608 2.33808
H21 -3.00920 -2.06146 0.40854
H22 -2.04477 -2.43519 2.71801
H23 -3.39178 -1.49975 3.40064
H24 -1.49388 -0.01377 3.15451
H25 -1.25423 -0.93435 0.37537
H26 -0.26555 -1.30003 1.64260
H27 -2.34023 1.66141 1.50262
H28 -3.49267 1.08108 2.67491
H29 -4.63709 1.21342 0.58401
H30 -2.48327 0.83159 -0.75950
H31 -3.80549 0.11486 -1.35567
H32 -5.32516 -1.16408 0.24141
H33 -5.27116 -0.72503 1.96281
O1 1.79510 -0.65380 -1.10717
C22 0.96230 -1.42502 -1.62706
C23 1.05369 -1.74828 -3.08673
C24 2.03412 -1.45940 -4.02444
C25 1.88364 -1.93681 -5.31899
C26 0.75524 -2.67664 -5.66148
C27 -0.23146 -2.96078 -4.72307
C28 -0.07111 -2.49787 -3.42353
P1 -1.22038 -2.61671 -1.98013
C29 -0.64276 -3.99679 -0.90032
C30 0.68896 -4.35427 -0.71641
C31 1.04600 -5.34848 0.19114
C32 0.08001 -6.01254 0.93101
C33 -1.25900 -5.69336 0.73544
C34 -1.60457 -4.70046 -0.17067
C35 -2.54864 -3.62645 -2.86932
C36 -3.63595 -2.89356 -3.34630
C37 -4.66903 -3.49792 -4.05442
C38 -4.63814 -4.86459 -4.28921
C39 -3.56504 -5.61490 -3.82299
C40 -2.53278 -5.00032 -3.12560
H34 2.90081 -0.87529 -3.73635
H35 2.64210 -1.74022 -6.06675
H36 0.64592 -3.04039 -6.67605
H37 -1.10712 -3.52828 -5.01288
H38 1.45744 -3.84206 -1.28163
H39 2.09064 -5.60622 0.31621
H40 0.36156 -6.78808 1.63127
H41 -2.02421 -6.25337 1.26764
H42 -2.64973 -4.50877 -0.39665
H43 -3.65992 -1.82165 -3.17146
H44 -5.49324 -2.90088 -4.42530
H45 -5.43938 -5.34228 -4.83900
H46 -3.52639 -6.68062 -4.01445
H47 -1.69718 -5.60068 -2.78292
Br1 -2.90838 5.11598 -4.83153
C41 -2.03562 4.11344 -3.46341
C42 -0.76759 3.60995 -3.68392
C43 -0.15587 2.87142 -2.67343
C44 -0.74227 2.59393 -1.42445
C45 -2.02155 3.16253 -1.27441
C46 -2.67584 3.90467 -2.25722
H48 -0.26808 3.78443 -4.62871
H49 0.83469 2.47997 -2.90551
H50 -2.55800 3.07261 -0.32876
H51 -3.66040 4.32230 -2.08337

Atom charges from the Löwdin analysis, given in e for atoms 1 to 99: number 1, Sr, carries 1.38; number 2, C, carries -0.09; number 3, C, carries -0.20; number 4, C, carries -0.17; number 5, C, carries -0.05; number 6, C, carries -0.08; number 7, C, carries -0.05; number 8, C, carries -0.17; number 9, C, carries -0.20; number 10, C, carries -0.08; number 11, C, carries -0.19; number 12, N, carries 0.00; number 13, C, carries -0.14; number 14, C, carries -0.38; number 15, C, carries -0.07; number 16, C, carries -0.11; number 17, C, carries -0.21; number 18, N, carries -0.05; number 19, H, carries 0.07; number 20, H, carries 0.07; number 21, H, carries 0.05; number 22, H, carries 0.11; number 23, H, carries 0.10; number 24, H, carries 0.11; number 25, H, carries 0.10; number 26, H, carries 0.11; number 27, H, carries 0.10; number 28, H, carries 0.06; number 29, H, carries 0.08; number 30, H, carries 0.05; number 31, H, carries 0.07; number 32, H, carries 0.13; number 33, H, carries 0.09; number 34, H, carries 0.08; number 35, H, carries 0.10; number 36, N, carries 0.23; number 37, C, carries -0.31; number 38, C, carries -0.09; number 39, C, carries -0.34; number 40, N, carries 0.00; number 41, C, carries -0.10; number 42, C, carries -0.37; number 43, N, carries 0.07; number 44, C, carries -0.10; number 45, H, carries 0.14; number 46, H, carries 0.17; number 47, H, carries 0.17; number 48, H, carries 0.11; number 49, H, carries 0.12; number 50, H, carries 0.13; number 51, H, carries 0.14; number 52, H, carries 0.03; number 53, H, carries 0.04; number 54, H, carries 0.09; number 55, H, carries 0.13; number 56, H, carries 0.14; number 57, H, carries 0.04; number 58, H, carries 0.09; number 59, H, carries 0.12; number 60, H, carries 0.13; number 61, O, carries -0.24; number 62, C, carries -0.31; number 63, C, carries -0.26; number 64, C, carries -0.02; number 65, C, carries -0.08; number 66, C, carries -0.08; number 67, C, carries -0.06; number 68, C, carries -0.30; number 69, P, carries 1.06; number 70, C, carries -0.36; number 71, C, carries -0.08; number 72, C, carries -0.09; number 73, C, carries -0.10; number 74, C, carries -0.11; number 75, C, carries -0.16; number 76, C, carries -0.39; number 77, C, carries -0.12; number 78, C, carries -0.10; number 79, C, carries -0.10; number 80, C, carries -0.09; number 81, C, carries -0.11; number 82, H, carries 0.11; number 83, H, carries 0.10; number 84, H, carries 0.10; number 85, H, carries 0.10; number 86, H, carries 0.10; number 87, H, carries 0.11; number 88, H, carries 0.10; number 89, H, carries 0.10; number 90, H, carries 0.08; number 91, H, carries 0.08; number 92, H, carries 0.10; number 93, H, carries 0.10; number 94, H, carries 0.10; number 95, H, carries 0.11; number 96, Br, carries 0.67; number 97, C, carries -0.71; number 98, C, carries -0.16; number 99, C, carries -0.18

***

A molecular structure, C4H7NO3 at a distorted geometry, computed with ωB97M-V/def2-TZVPD.

* HOMO level (alpha / beta): -0.3348 / -0.3348 hartree
* LUMO energy (alpha / beta): -0.80 / -0.81 eV
* E_tot: -11888.195 eV

Geometry (Å):
C1 1.37476 -0.82926 0.81947
C2 0.82489 -0.23959 -0.46542
O1 0.82843 1.65495 -0.29812
O2 1.36486 -0.41116 -1.55758
H1 1.01033 1.75984 -1.24714
H2 1.23724 -1.91144 0.78202
H3 0.88256 -0.41519 1.69734
H4 2.44452 -0.61544 0.84623
C3 -1.60990 -1.07865 -0.67808
O3 -1.35406 1.48808 1.05609
N1 -1.02047 1.24739 -0.22987
C4 -0.76216 -0.08105 -0.47624
H5 -1.32498 2.45800 1.11919
H6 -1.22031 -2.07630 -0.83640
H7 -2.67572 -0.95017 -0.53149

Electronic structure analysis, Löwdin charges in units of e: number 1, C, carries 0.00; number 2, C, carries -0.52; number 3, O, carries -0.07; number 4, O, carries 0.01; number 5, H, carries 0.08; number 6, H, carries 0.09; number 7, H, carries 0.08; number 8, H, carries 0.09; number 9, C, carries 0.11; number 10, O, carries 0.06; number 11, N, carries 0.07; number 12, C, carries -0.28; number 13, H, carries 0.14; number 14, H, carries 0.08; number 15, H, carries 0.07